No. 1
Density functional theory data (ωB97M-V/def2-TZVPD) for a structure of composition C36H50F3N4OP2STb.

Positions of all 98 atoms, in Å:
1 Tb -0.8990 -0.7770 0.7925
2 C 0.8871 -3.1259 -3.8610
3 C 1.6102 -1.7735 -3.9982
4 C 2.1291 -1.6773 -5.4493
5 P 0.6116 -0.3124 -3.1997
6 C 0.7529 1.0327 -4.5411
7 C -0.5056 1.9262 -4.4755
8 C 2.0308 1.8719 -4.3175
9 C -1.1244 -0.8712 -3.3077
10 C -1.7006 -1.4686 -4.4355
11 C -3.0331 -1.8587 -4.4533
12 C -3.8829 -1.4310 -3.4175
13 C -3.3836 -0.7983 -2.2897
14 C -2.0259 -0.4661 -2.2729
15 N -1.4818 0.3374 -1.2381
16 C -2.2515 1.3825 -0.7289
17 C -3.3985 1.8735 -1.3526
18 C -4.1324 2.8884 -0.7578
19 C -3.7752 3.4341 0.4792
20 C -2.5777 2.9556 1.0849
21 C -1.7291 2.0557 0.4196
22 P 0.0641 2.0323 0.8051
23 C 0.3448 2.7015 2.4649
24 C 1.7253 2.3023 3.1117
25 C 0.1814 4.2558 2.6782
26 C 0.8814 3.1073 -0.4871
27 C 2.3227 3.5243 -0.1601
28 C 0.0336 4.2904 -0.9103
29 H 1.7192 -3.8486 -3.8332
30 H 0.3143 -3.3519 -4.7312
31 H 0.3261 -3.1333 -2.9417
32 H 2.4047 -1.7392 -3.2515
33 H 1.3774 -1.3360 -6.1639
34 H 2.4040 -2.6847 -5.7757
35 H 3.0347 -1.0648 -5.6297
36 H 0.7886 0.5982 -5.4991
37 H -0.7114 2.2495 -3.4624
38 H -1.3819 1.3828 -4.9159
39 H -0.3241 2.8669 -5.0728
40 H 1.8361 2.6574 -3.5467
41 H 2.3182 2.4900 -5.2240
42 H 2.9389 1.3080 -4.0550
43 H -1.0780 -1.5986 -5.3078
44 H -3.4457 -2.4616 -5.2681
45 H -4.9700 -1.6164 -3.5212
46 H -4.0288 -0.3886 -1.5117
47 H -3.6706 1.4502 -2.3202
48 H -5.0079 3.3062 -1.2529
49 H -4.4478 4.1482 0.9742
50 H -2.3183 3.3095 2.0934
51 H -0.5146 2.2666 2.9850
52 H 2.4993 3.0216 2.8064
53 H 2.0431 1.2674 3.0276
54 H 1.6937 2.4358 4.2275
55 H 1.1037 4.7311 2.3126
56 H 0.0109 4.5177 3.7242
57 H -0.6786 4.6828 2.1278
58 H 0.9947 2.3909 -1.3712
59 H 2.3730 4.0779 0.7747
60 H 2.6651 4.2423 -0.8986
61 H 3.0485 2.6874 -0.1329
62 H -0.1618 4.9827 -0.0852
63 H -0.9529 4.0350 -1.2702
64 H 0.5561 4.8550 -1.7123
65 F 2.2335 -5.2708 -1.5209
66 C 2.4254 -4.8790 -0.2091
67 F 3.6750 -5.3782 0.0832
68 F 1.5612 -5.5548 0.6088
69 C 2.4081 -3.4152 -0.0239
70 C 3.6309 -2.7597 0.1299
71 C 3.6859 -1.3753 0.3444
72 C 2.4982 -0.7248 0.6600
73 N 1.3294 -1.3511 0.4425
74 C 1.2085 -2.6325 0.0142
75 S -0.4182 -3.1119 -0.3775
76 H 4.5541 -3.3368 -0.0786
77 H 4.6329 -0.8475 0.3172
78 H 2.4297 0.3052 0.9798
79 N -0.6184 -0.8394 3.0647
80 C -0.3256 -1.1255 4.1866
81 N -0.0853 -1.5674 5.3888
82 C 0.7257 -2.8689 5.4978
83 C 0.3726 -3.7406 6.6728
84 O 0.1507 -3.0173 7.9115
85 C -0.9601 -2.0309 7.6545
86 C -0.5247 -0.9437 6.6572
87 H 1.7840 -2.4719 5.5625
88 H 0.6873 -3.3501 4.5239
89 H 1.2543 -4.3788 6.8647
90 H -0.5103 -4.3662 6.3801
91 H -1.1414 -1.5526 8.5966
92 H -1.8563 -2.5571 7.3349
93 H 0.3633 -0.4699 7.0752
94 H -1.2777 -0.1334 6.5352
95 C -3.3700 -1.0162 1.4537
96 H -3.7181 -0.2348 2.1138
97 H -3.1257 -1.9152 2.0258
98 H -4.1099 -1.2377 0.6492

Results
Multiplicity   7
Energy relative to the best compared isomer or geometry (same formula, charge and spin)   300.8 kJ/mol
DFT total energy   -106147.672 eV
E_HOMO (alpha / beta)   -6.461 / -6.464 eV

***

No. 2
Density functional theory data (ωB97M-V/def2-TZVPD) for a structure of composition C36H50F6N4O7PS3V.

Positions of all 108 atoms, in Å:
1 V 1.2752 -0.7213 0.2160
2 C -3.2324 -0.0783 -6.3272
3 C -1.9364 -0.3415 -5.5553
4 C -1.5333 -1.8130 -5.6543
5 C -2.0755 0.1304 -4.1246
6 C -1.5710 1.3638 -3.7375
7 C -1.7036 1.8403 -2.4453
8 C -1.2133 3.2474 -2.1535
9 C 0.1675 3.5317 -2.7483
10 C -2.2166 4.2825 -2.6768
11 C -2.3499 1.0481 -1.4701
12 C -2.9096 -0.1809 -1.8527
13 C -2.7403 -0.6126 -3.1689
14 C -3.7012 -1.1655 -0.9935
15 C -2.7692 -2.3032 -0.5672
16 C -4.5255 -0.6261 0.1747
17 C -2.6639 1.7282 -0.1625
18 C -3.8404 2.4852 -0.2451
19 C -4.2976 3.2941 0.7734
20 C -3.5591 3.3743 1.9412
21 C -2.4150 2.6125 2.0599
22 C -1.9371 1.7670 1.0461
23 P -0.4321 0.8178 1.5797
24 C -0.9997 -0.1915 3.0955
25 C 0.2139 -0.6058 3.9349
26 C -2.0210 0.4594 4.0307
27 C -1.6469 -1.4601 2.5343
28 C 0.8443 2.1259 2.0998
29 C 0.6385 2.8597 3.4279
30 C 0.8923 3.1556 0.9647
31 C 2.2076 1.4215 2.1456
32 H -3.1251 -0.3773 -7.3707
33 H -3.5023 0.9780 -6.2974
34 H -4.0568 -0.6486 -5.8944
35 H -1.1406 0.2550 -6.0114
36 H -2.3308 -2.4652 -5.2941
37 H -0.6344 -2.0143 -5.0727
38 H -1.3385 -2.0796 -6.6937
39 H -1.0608 1.9710 -4.4765
40 H -1.1379 3.3653 -1.0725
41 H 0.1151 3.6623 -3.8304
42 H 0.8695 2.7225 -2.5351
43 H 0.5609 4.4602 -2.3315
44 H -2.3492 4.1648 -3.7539
45 H -1.8495 5.2931 -2.4892
46 H -3.1910 4.1806 -2.2040
47 H -3.1666 -1.5703 -3.4442
48 H -4.4355 -1.6022 -1.6776
49 H -1.9255 -1.9184 -0.0020
50 H -2.3589 -2.8112 -1.4391
51 H -3.3004 -3.0344 0.0454
52 H -3.9281 -0.1654 0.9569
53 H -5.0787 -1.4541 0.6219
54 H -5.2491 0.1155 -0.1630
55 H -4.4004 2.4255 -1.1690
56 H -5.2119 3.8597 0.6529
57 H -3.8736 4.0073 2.7596
58 H -1.8791 2.6637 2.9908
59 H 0.6036 0.2173 4.5334
60 H 1.0199 -1.0189 3.3358
61 H -0.1060 -1.3882 4.6277
62 H -1.6496 1.3635 4.5084
63 H -2.2301 -0.2606 4.8257
64 H -2.9623 0.6821 3.5318
65 H -0.9493 -2.0398 1.9326
66 H -2.5265 -1.2345 1.9362
67 H -1.9630 -2.0921 3.3680
68 H -0.1626 3.5921 3.3759
69 H 1.5537 3.4124 3.6525
70 H 0.4519 2.1858 4.2611
71 H -0.0246 3.7424 0.9247
72 H 1.0442 2.6807 -0.0068
73 H 1.7255 3.8406 1.1387
74 H 2.2627 0.6054 2.8621
75 H 2.9722 2.1536 2.4183
76 H 2.5147 1.0626 1.1571
77 O 0.2458 -1.3911 -1.3908
78 N 0.6157 -0.3595 -2.1031
79 O 0.8098 -0.4114 -3.2764
80 O 0.8536 0.6693 -1.3759
81 F 4.7802 -1.2107 1.4336
82 C 5.0536 -1.8973 0.3347
83 F 6.2532 -1.5624 -0.0873
84 F 5.0527 -3.1913 0.6406
85 S 3.7211 -1.6456 -0.9806
86 O 1.4988 -2.1585 1.3783
87 O 3.0592 -0.3499 -0.4038
88 N 4.5843 -1.2013 -2.2153
89 S 4.3269 -2.0112 -3.5874
90 O 3.2834 -2.9894 -3.4803
91 O 4.3734 -1.1249 -4.7027
92 C 5.8978 -2.9765 -3.6256
93 F 5.9485 -3.7302 -4.7246
94 F 5.9476 -3.7801 -2.5493
95 F 6.9637 -2.1756 -3.6047
96 C 4.5556 -1.3185 5.0785
97 C 3.7934 -2.5646 4.7494
98 C 3.8853 -3.7232 5.5086
99 C 3.1163 -4.8051 5.1056
100 N 2.3300 -4.7653 4.0408
101 C 2.3292 -3.6113 3.3832
102 S 1.3042 -3.6285 1.9529
103 N 3.0003 -2.5101 3.6761
104 H 5.3140 -1.5034 5.8367
105 H 3.8701 -0.5554 5.4504
106 H 5.0248 -0.9283 4.1766
107 H 4.5275 -3.7835 6.3744
108 H 3.1354 -5.7389 5.6568

Results
Multiplicity   3
Energy relative to the best compared isomer or geometry (same formula, charge and spin)   0.0 kJ/mol
DFT total energy   -142221.410 eV
E_HOMO (alpha / beta)   -8.408 / -8.514 eV

***

No. 3
Density functional theory data (ωB97M-V/def2-TZVPD) for a structure of composition C36H50N6P2PtSi2.

Positions of all 97 atoms, in Å:
1 Pt 0.2683 -0.1588 -0.3131
2 C 0.4928 -0.7246 4.4297
3 Si 0.5069 -1.8142 2.8936
4 C -1.2640 -2.1614 2.3495
5 C 1.4261 -3.4533 3.1011
6 N 1.2672 -0.8752 1.5990
7 C 2.5180 -0.4182 1.6498
8 C 3.4508 -0.8177 2.6491
9 C 4.7278 -0.3403 2.6667
10 C 5.1554 0.5872 1.6898
11 C 4.2908 1.0247 0.7255
12 C 2.9575 0.5517 0.6528
13 N 2.0803 0.9656 -0.2653
14 Si 2.3671 2.2330 -1.4636
15 C 3.7782 1.8930 -2.6603
16 C 2.5994 3.8426 -0.5140
17 C 0.7906 2.3244 -2.5183
18 H -0.0189 -1.2256 5.2542
19 H -0.0264 0.2154 4.2312
20 H 1.5027 -0.4818 4.7637
21 H -1.5280 -3.2001 2.5514
22 H -1.3840 -1.9871 1.2825
23 H -1.9701 -1.5378 2.9008
24 H 0.7187 -4.2830 3.1261
25 H 2.0033 -3.4838 4.0274
26 H 2.1107 -3.6240 2.2680
27 H 3.1380 -1.5386 3.3921
28 H 5.4149 -0.6726 3.4331
29 H 6.1756 0.9466 1.7021
30 H 4.6265 1.7472 -0.0074
31 H 4.6467 1.4245 -2.1966
32 H 4.1098 2.8350 -3.1043
33 H 3.4436 1.2452 -3.4715
34 H 3.5398 3.8481 0.0387
35 H 1.7964 3.9967 0.2094
36 H 2.6140 4.6957 -1.1958
37 H 0.2979 1.3500 -2.5840
38 H 1.0389 2.6286 -3.5374
39 H 0.0894 3.0570 -2.1104
40 N -0.8631 -1.3893 -1.3401
41 P -0.1202 -2.6716 -1.9701
42 C 1.5437 -2.3100 -2.5888
43 C 2.5695 -2.1293 -1.6569
44 C 3.8724 -1.9607 -2.0916
45 C 4.1534 -1.9666 -3.4514
46 C 3.1304 -2.1160 -4.3782
47 C 1.8208 -2.2830 -3.9524
48 C 0.0577 -4.0598 -0.8112
49 C 1.2292 -4.7976 -0.6622
50 C 1.2364 -5.9136 0.1631
51 C 0.0838 -6.2959 0.8326
52 C -1.0882 -5.5671 0.6773
53 C -1.1023 -4.4547 -0.1461
54 C -1.0613 -3.3921 -3.3288
55 C -2.1860 -2.7590 -3.8431
56 C -2.8928 -3.3447 -4.8832
57 C -2.4710 -4.5572 -5.4087
58 C -1.3486 -5.1937 -4.8915
59 C -0.6449 -4.6171 -3.8489
60 H 2.3512 -2.1826 -0.5943
61 H 4.6697 -1.8358 -1.3692
62 H 5.1733 -1.8504 -3.7940
63 H 3.3537 -2.1118 -5.4368
64 H 1.0256 -2.4148 -4.6747
65 H 2.1304 -4.5215 -1.1924
66 H 2.1460 -6.4891 0.2735
67 H 0.0971 -7.1702 1.4699
68 H -1.9905 -5.8718 1.1915
69 H -2.0171 -3.8894 -0.2884
70 H -2.4963 -1.8108 -3.4197
71 H -3.7715 -2.8577 -5.2845
72 H -3.0194 -5.0116 -6.2228
73 H -1.0248 -6.1430 -5.2965
74 H 0.2238 -5.1144 -3.4335
75 C -4.1854 3.3614 -0.7696
76 N -3.9163 2.1043 -1.6080
77 C -4.7209 0.9495 -0.9931
78 N -4.4022 0.7963 0.3778
79 C -4.6700 2.0205 1.1238
80 N -3.8775 3.1285 0.5957
81 C -2.4547 2.9941 0.8688
82 P -1.7278 1.4643 0.0465
83 C -2.4583 1.7871 -1.6493
84 C -3.0584 0.2826 0.6092
85 H -5.2426 3.5997 -0.8876
86 H -3.5826 4.1710 -1.1805
87 H -4.2460 2.2681 -2.5610
88 H -4.4786 0.0468 -1.5540
89 H -5.7762 1.1919 -1.1218
90 H -4.4266 1.8663 2.1731
91 H -5.7301 2.2664 1.0482
92 H -2.2943 2.9238 1.9453
93 H -1.9253 3.8823 0.5191
94 H -2.2962 0.8965 -2.2599
95 H -1.9336 2.6216 -2.1137
96 H -2.9277 0.0970 1.6741
97 H -2.9215 -0.6654 0.0869

Results
Multiplicity   5
Net charge   +2
DFT total energy   -84650.538 eV
E_HOMO (alpha / beta)   -11.659 / -12.672 eV

***

Q: Which of these has the lowest multiplicity?
A: C36H50F6N4O7PS3V

***

Q: Among the records above, which one has the highest multiplicity?
A: C36H50F3N4OP2STb

***

Q: Look up the DFT total energy of the third one.
A: -84650.538 eV